DFT (ωB97M-V with the def2-TZVPD basis set) results for C5H7NOS in the gas phase.

The lowest unoccupied orbital energy is 0.664 eV. For the gap between HOMO and LUMO, the calculation gives 9.86 eV. For the HOMO energy, the calculation gives -9.192 eV. The structure (SMILES) is SCC1=NO[C@@H]2C[C@H]12. As for the energy above the lowest of the compared OMol25 structures with the same formula, charge and spin: 298.7 kJ/mol.

Structure (ORCA input):
```
! wB97M-V def2-TZVPD RIJCOSX def2/J DEFGRID3
* xyz 0 1
S 2.3403 0.6703 -1.0059
O -1.9413 0.5772 1.0416
N -0.5646 0.7023 1.3366
C -0.7457 -0.5520 -0.5669
C 1.5796 -0.0894 0.5007
C 0.0942 0.0510 0.4594
C -1.7256 -1.6439 -0.1141
C -2.0858 -0.1660 -0.1238
H -2.8631 0.2201 -0.7789
H -0.3702 -0.6036 -1.5635
H 2.1823 -0.3540 -1.9017
H 1.9105 -1.1380 0.5672
H -2.0528 -2.2592 -0.9675
H -1.4973 -2.1559 0.7866
H 2.0272 0.4330 1.3313
*
```

***

DFT (ωB97M-V with the def2-TZVPD basis set) results for C5H10O in the gas phase.

The lowest unoccupied orbital energy is 0.694 eV. For the gap between HOMO and LUMO, the calculation gives 8.82 eV. For the HOMO energy, the calculation gives -8.131 eV. As for the energy above the lowest of the compared OMol25 structures with the same formula, charge and spin: 428.4 kJ/mol.

Structure (ORCA input):
```
! wB97M-V def2-TZVPD RIJCOSX def2/J DEFGRID3
* xyz 0 1
O -2.3962 0.3479 -0.0902
C -0.8486 0.8130 1.0227
C 0.8865 -0.0658 -0.6150
C 2.0730 0.5204 0.1427
C -1.5612 -0.8078 -0.3630
C -0.2596 -0.4283 0.3295
H -2.0482 1.0796 -0.6169
H 1.1928 -0.9534 -1.1847
H -1.5038 -0.9880 -1.4423
H -2.0796 -1.6446 0.1017
H 1.7509 1.3984 0.7137
H 0.0694 -1.2174 1.0205
H 2.8785 0.8303 -0.5309
H -1.3328 0.4808 1.9550
H 2.4887 -0.2089 0.8478
H 0.5217 0.6725 -1.3436
*
```

***

DFT (ωB97M-V with the def2-TZVPD basis set) results for a molecular structure, C34H26AsBrClIIrN2O4.

The lowest unoccupied orbital energy (spin up / spin down) is -3.850 / -3.876 eV. For the gap between HOMO and LUMO (spin up / spin down), the calculation gives 6.53 / 6.51 eV. For the HOMO energy (spin up / spin down), the calculation gives -10.383 / -10.385 eV. As for the energy above the lowest of the compared OMol25 structures with the same formula, charge and spin: 25.1 kJ/mol.

Structure (ORCA input):
```
! wB97M-V def2-TZVPD RIJCOSX def2/J DEFGRID3
* xyz 1 1
Ir -0.1676 -1.0876 -0.4939
I 0.0973 -6.0498 -2.0992
Br -0.5140 -2.4166 2.4830
As -0.4416 0.8529 1.0636
Cl 1.1242 -3.1522 -6.9064
O -2.0979 -1.3734 -1.4864
O 0.1169 -2.9438 -1.1193
O 4.2415 -4.2832 2.0821
O -1.6001 0.7226 -1.3578
N 0.6407 -0.7570 -2.3728
N 1.3818 -1.7151 0.6194
C 0.3494 -3.0826 -2.4298
C 0.7181 0.9396 2.6154
C 2.9153 0.7536 3.5995
C 1.1161 3.1563 0.3790
C 0.6296 -1.8932 -3.1405
C -4.0560 2.1244 2.8006
C 0.2376 1.4511 3.8189
C -0.1690 2.6248 0.3334
C 0.8517 -3.1076 -5.1939
C -4.4100 -0.1305 2.0532
C -3.1045 -0.1821 1.5828
C 0.7872 0.4171 -2.9468
C 2.5914 -1.8098 0.0163
C 3.3513 -3.4280 1.5752
C 2.4270 1.2473 4.7988
C -2.4293 -0.1689 -1.6946
C 0.3289 5.1562 -0.6915
C -2.7529 2.0759 2.3265
C 1.1738 -2.4886 1.6896
C 2.1168 -3.3466 2.2050
C -0.9532 4.6240 -0.7395
C 1.0885 1.5975 4.9048
C 0.8451 -1.8591 -4.5229
C 0.6457 -4.2688 -4.5061
C 1.0117 -0.5870 -5.1148
C -4.8844 1.0183 2.6701
C -1.2053 3.3560 -0.2370
C 2.0652 0.6015 2.5119
C -3.7549 0.1769 -2.2856
C 0.9784 0.5356 -4.3330
C 1.3655 4.4211 -0.1372
C -2.2636 0.9163 1.7271
C 3.5945 -2.6271 0.4561
C 0.3940 -4.2668 -3.1119
H 0.6636 -5.2105 -5.0370
H 2.4709 0.2476 1.5779
H -3.7378 1.1749 -2.7145
H -4.4992 0.1485 -1.4866
H 1.8978 -3.9578 3.0675
H -2.1327 2.9607 2.4000
H -5.9001 1.0549 3.0416
H -2.2008 2.9409 -0.2970
H 0.7711 1.2843 -2.2997
H -0.8045 1.7125 3.9328
H 2.3655 4.8327 -0.0945
H 1.1487 -0.5141 -6.1857
H 5.0578 -4.2846 1.5671
H 3.9607 0.4881 3.5053
H 1.0887 1.5215 -4.7608
H 3.0892 1.3706 5.6459
H -5.0552 -0.9915 1.9325
H -2.7609 -1.0846 1.0924
H 0.5182 6.1470 -1.0837
H 2.7298 -1.1835 -0.8531
H 1.9277 2.5984 0.8297
H 4.5416 -2.6508 -0.0662
H -4.0364 -0.5624 -3.0326
H -1.7617 5.1967 -1.1750
H -4.4245 3.0302 3.2644
H 0.7018 1.9869 5.8377
*
```

***

DFT (ωB97M-V with the def2-TZVPD basis set) results for 2 unconnected molecules or ions with the total composition C6H19B3N2O4.

The lowest unoccupied orbital energy is 0.460 eV. For the gap between HOMO and LUMO, the calculation gives 9.72 eV. For the HOMO energy, the calculation gives -9.258 eV. The structure (SMILES) is NCCB1OBOB(N)O1.CCOCC. As for the energy above the lowest of the compared OMol25 structures with the same formula, charge and spin: 0.0 kJ/mol.

Structure (ORCA input):
```
! wB97M-V def2-TZVPD RIJCOSX def2/J DEFGRID3
* xyz 0 1
O 1.4874 -2.1346 -1.5242
O 3.1152 -0.6338 -0.7089
O -2.1942 1.5965 0.0748
O 3.7115 -2.3489 -2.2529
N 2.3575 -4.4131 -1.9331
N 0.6250 -2.0066 2.9719
C -3.6595 2.8945 -1.4241
C -3.5028 2.0928 -0.1434
C -1.3532 3.5559 1.3178
C -1.1681 2.5683 0.1791
C 1.0003 -0.9814 0.7316
C 0.8052 -2.2787 1.5410
B 1.8645 -1.2343 -0.5407
B 2.5053 -2.9762 -1.9392
B 4.0761 -1.2938 -1.4390
H 1.5072 -0.2544 1.3654
H 5.2184 -0.9744 -1.3579
H 1.4529 -2.2520 3.5005
H -0.0761 -2.8009 1.1693
H -2.2447 4.1712 1.1891
H 0.0267 -0.5745 0.4425
H -3.0585 3.8045 -1.4154
H 3.2055 -4.8819 -1.6365
H -0.4935 4.2253 1.3662
H 1.6475 -2.9601 1.3740
H -4.1308 1.2026 -0.1856
H -0.2585 1.9892 0.3423
H 2.0529 -4.8438 -2.7968
H -1.0413 3.1008 -0.7707
H -4.7024 3.1895 -1.5476
H -3.3624 2.2987 -2.2881
H -3.8418 2.6820 0.7165
H -0.1341 -2.5575 3.3529
H -1.4372 3.0295 2.2693
*
```

***

DFT (ωB97M-V with the def2-TZVPD basis set) results for C4H11NOS in the gas phase.

The lowest unoccupied orbital energy is 0.729 eV. For the gap between HOMO and LUMO, the calculation gives 9.60 eV. For the HOMO energy, the calculation gives -8.872 eV. The structure (SMILES) is OCNCCCS. As for the energy above the lowest of the compared OMol25 structures with the same formula, charge and spin: 263.6 kJ/mol.

Structure (ORCA input):
```
! wB97M-V def2-TZVPD RIJCOSX def2/J DEFGRID3
* xyz 0 1
S -1.5121 0.1087 -1.9419
O 2.9086 -0.4512 -0.9039
N 1.0931 0.3441 0.3536
C 0.0019 0.2014 1.4434
C 1.5392 -0.1182 -0.9647
C -1.4577 0.1215 0.9419
C -1.9038 -0.7484 -0.2902
H -1.6880 1.1863 0.6971
H 3.3829 0.2310 -0.4566
H 1.5081 1.2800 0.4246
H -0.2896 0.7215 -1.7204
H 1.1300 -1.0166 -1.3318
H -2.0863 -0.1145 1.7920
H -1.4901 -1.7839 -0.3796
H 1.5019 0.7030 -1.7055
H -2.9487 -0.9412 -0.1443
H 0.1538 -0.7323 2.0238
H 0.1567 1.0088 2.1626
*
```

***

DFT (ωB97M-V with the def2-TZVPD basis set) results for 4 unconnected molecules or ions with the total composition C4H14NO5.

The lowest unoccupied orbital energy is 3.630 eV. For the gap between HOMO and LUMO, the calculation gives 9.11 eV. For the HOMO energy, the calculation gives -5.479 eV. As for the energy above the lowest of the compared OMol25 structures with the same formula, charge and spin: 34.0 kJ/mol.

Structure (ORCA input):
```
! wB97M-V def2-TZVPD RIJCOSX def2/J DEFGRID3
* xyz -1 1
O 0.9611 -2.2697 -1.5437
O -2.7663 0.2389 -1.0251
O -0.9865 -1.7356 -0.6572
O -1.4379 2.1878 -2.2799
O -1.9314 -0.4995 1.4166
N 1.1195 -0.8672 1.7415
C 0.2071 -1.4979 -0.9893
C 2.2026 1.1925 0.9706
C 1.7040 -0.2006 0.5472
C 0.7228 -0.0847 -0.6291
H -2.5699 -1.0712 1.8146
H 1.2491 0.3244 -1.4960
H 2.5205 -0.9003 0.2161
H 1.3800 1.8403 1.3411
H -2.0403 1.6103 -1.8779
H 0.9616 -1.8326 1.5674
H -0.6197 1.7546 -2.2470
H -1.4999 -1.0117 0.6262
H -0.1151 0.5789 -0.2621
H 2.7268 1.7035 0.1503
H -2.1620 -0.5232 -1.1143
H 0.2147 -0.4437 1.9593
H -2.6892 0.4114 -0.0442
H 2.8480 1.0953 1.8147
*
```

***

DFT (ωB97M-V with the def2-TZVPD basis set) results for a molecular structure, C11H25ClNO5S.

The lowest unoccupied orbital energy is 2.635 eV. For the gap between HOMO and LUMO, the calculation gives 5.69 eV. For the HOMO energy, the calculation gives -3.058 eV.

Structure (ORCA input):
```
! wB97M-V def2-TZVPD RIJCOSX def2/J DEFGRID3
* xyz -1 1
Cl 2.1120 2.4646 1.9490
S 0.9897 -2.9186 0.8854
O 1.9764 -2.4148 1.8130
O -0.2463 -1.8071 0.8905
O -1.2370 3.2928 0.8686
O 1.8746 0.0393 -2.0128
O 1.5212 -2.8034 -0.6671
N 3.5682 0.5086 1.2482
C -2.7352 -1.8909 0.7631
C -2.5090 -0.4524 -1.4336
C -2.0378 1.9946 -1.0858
C -1.5139 0.5515 -0.7686
C -1.4293 -2.3283 1.4973
C -1.1555 3.1380 -0.5205
C 2.6445 -1.9080 -0.8003
C 2.2482 -0.4066 -0.6888
C -0.2561 2.4512 1.5784
C 3.4093 0.5004 -0.2145
C -2.5584 -1.8712 -0.7956
H 0.3267 1.9162 0.8276
H -3.5084 0.0285 -1.4371
H -3.4998 -2.6477 1.0094
H 3.1543 1.5367 -0.5275
H 3.4950 -2.1809 -0.1508
H -2.1826 -0.5986 -2.4853
H 4.3719 0.2239 -0.6968
H 1.3618 -0.2649 -0.0482
H -1.3745 -3.4322 1.6064
H -1.5688 4.0821 -0.9488
H -1.6786 -2.4763 -1.0687
H -3.4653 -2.3644 -1.2081
H -3.0371 -0.9147 1.1728
H 0.4583 3.0514 2.2678
H 3.6380 1.4692 1.5589
H 2.6541 0.4907 -2.3417
H -2.0769 2.1209 -2.1927
H -1.4917 0.4425 0.3302
H 3.0063 -2.0486 -1.8382
H -0.1058 3.0980 -0.8886
H 2.7456 0.1096 1.6812
H -1.4836 -1.9153 2.5237
H -0.4723 0.3976 -1.1153
H -0.8548 1.7055 2.1759
H -3.0775 2.0308 -0.7122
*
```

***

DFT (ωB97M-V with the def2-TZVPD basis set) results for a molecular structure, C28H30N6ORuS4.

The lowest unoccupied orbital energy (spin up / spin down) is -5.343 / -8.010 eV. For the gap between HOMO and LUMO (spin up / spin down), the calculation gives 5.30 / 4.65 eV. For the HOMO energy (spin up / spin down), the calculation gives -10.640 / -12.655 eV. As for the energy above the lowest of the compared OMol25 structures with the same formula, charge and spin: 86.4 kJ/mol.

Structure (ORCA input):
```
! wB97M-V def2-TZVPD RIJCOSX def2/J DEFGRID3
* xyz 2 5
Ru -0.6869 1.1758 -0.2912
S -5.8263 -3.3895 1.7226
S 2.2940 -0.9366 -6.4129
S 1.0474 2.8122 -0.5176
S -2.8629 3.1416 1.4883
O 0.8095 -0.2387 1.0201
N 2.1834 3.0710 1.9135
N -0.1078 0.1352 -1.9799
N 1.3394 -1.6099 2.7338
N -0.4567 -0.1752 2.9115
N -2.0826 -0.3696 -0.2296
N 3.1926 1.5583 0.4938
C -3.8330 -1.7682 0.6644
C 0.2587 -1.5489 -4.2182
C -3.6392 -2.6906 -0.3832
C -2.6886 -2.4531 -1.3535
C 0.7636 0.4566 -2.9168
C -6.5409 -2.9389 3.1968
C -6.0253 -1.7726 3.6871
C 3.7528 0.6672 1.5052
C -4.7920 -1.9906 1.7231
C 2.8472 1.1730 -5.0012
C -1.5206 -3.0569 -3.3908
C 3.5530 1.1874 -0.8686
C -0.6923 -1.8842 -3.2887
C 3.3591 3.1853 2.7758
C -5.0322 -1.2328 2.8523
C -0.8844 -1.0206 -2.1704
C -0.8756 -0.6400 4.2231
C 3.7060 1.1957 -6.0862
C 3.5198 0.1148 -6.9352
C -3.0388 -0.6144 0.6538
C -2.4625 -3.3311 -2.4673
C -1.8790 -1.2843 -1.2472
C 2.2071 2.4238 0.7536
C -1.7893 2.2343 0.8691
C 0.5545 -0.6666 2.1734
C 1.9873 0.0591 -5.0006
C 1.0134 -0.3238 -4.0582
C 1.0927 3.9469 2.3172
H -1.8475 -0.2100 4.4482
H -3.0828 -4.2140 -2.5521
H 2.0084 -2.0803 2.1504
H -0.9465 0.5872 2.4779
H 4.8289 0.8120 1.6092
H 4.2601 2.8990 2.2428
H 4.0596 -0.1008 -7.8447
H 2.8344 1.9380 -4.2386
H 4.4441 1.9637 -6.2634
H -4.5123 -0.3112 3.0739
H 0.1802 3.6796 1.8075
H 3.2660 0.8108 2.4639
H -0.1746 -0.3395 5.0045
H 3.2565 2.5847 3.6805
H 1.3284 4.9854 2.0783
H 0.9423 3.8529 3.3927
H 1.3018 1.3849 -2.7696
H -6.3535 -1.3248 4.6129
H 3.5740 -0.3597 1.1825
H 1.1098 -2.0378 3.6141
H 2.9369 0.3648 -1.2414
H 3.4546 4.2292 3.0727
H 3.4608 2.0416 -1.5311
H 4.5934 0.8638 -0.8598
H -4.2411 -3.5890 -0.4263
H -7.3145 -3.5525 3.6301
H -1.3693 -3.7100 -4.2405
H -0.9818 -1.7261 4.2368
H -3.2144 0.1509 1.3966
H 0.4337 -2.1932 -5.0690
*
```

***

Respective total energy values: -19668.5068, -7390.3253, -201188.1126, -19737.0136, -18697.1866, -16105.6719, -46895.3806, -86419.7749 eV.
Respective max |F| values: 0.0262, 0.0070, 0.0323, 0.0205, 0.0615, 0.0666, 0.0858, 0.0354 Eh/bohr.